(1)
A single C2HCl2NO molecule, computed with wB97M-V/def2-TZVPD.

```
7
C2HCl2NO (wB97M-V/def2-TZVPD)
O -0.50 -1.38 1.04
C -0.39 -0.43 0.35
N -1.45 0.43 0.07
C -2.69 0.03 -0.01
Cl -3.93 1.25 0.26
Cl -3.05 -1.50 -0.39
H 0.62 -0.11 -0.10
```

Properties
- Orbital gap: 9.9 eV
- DFT total energy: -1127.15384 Eh
- SMILES: O=CN=C(Cl)Cl
- Largest force on an atom: 5.1 eV/A
- Energy relative to the best compared isomer or geometry (same formula, charge and spin): 0.578 eV
- Highest occupied orbital energy: -10.4 eV

***

(2)
9 unconnected molecules or ions with the total composition C36H63N9, computed with wB97M-V/def2-TZVPD.

```
108
C36H63N9 (wB97M-V/def2-TZVPD)
C 1.23 -6.26 -1.14
C 0.30 -5.12 -0.74
C 0.07 -4.09 -1.84
C -0.40 -4.68 -3.09
N -0.80 -5.13 -4.06
H 1.19 -7.07 -0.41
H 2.26 -5.91 -1.19
H 0.95 -6.67 -2.11
H 0.71 -4.58 0.11
H -0.67 -5.50 -0.42
H 0.95 -3.48 -2.04
H -0.73 -3.41 -1.54
C 1.03 0.76 1.21
C 1.02 1.81 0.12
C -0.13 1.61 -0.86
C -0.31 0.24 -1.34
N -0.48 -0.85 -1.67
H 1.38 -0.21 0.84
H 0.02 0.58 1.58
H 1.63 1.04 2.08
H 1.97 1.88 -0.40
H 0.83 2.78 0.58
H -0.03 2.25 -1.74
H -1.07 1.90 -0.37
C 0.17 3.94 -4.05
C -1.17 3.23 -4.11
C -2.30 4.03 -3.46
C -2.02 4.46 -2.09
N -1.80 4.81 -1.02
H 0.41 4.28 -3.04
H 0.14 4.84 -4.67
H 0.99 3.30 -4.38
H -1.11 2.24 -3.64
H -1.45 3.06 -5.15
H -3.22 3.44 -3.44
H -2.51 4.94 -4.02
C 1.28 -1.39 -4.56
C 2.08 -1.90 -5.73
C 1.91 -3.40 -5.95
C 2.43 -4.19 -4.83
N 2.80 -4.79 -3.93
H 0.22 -1.67 -4.65
H 1.28 -0.30 -4.49
H 1.65 -1.79 -3.61
H 3.14 -1.68 -5.60
H 1.76 -1.38 -6.64
H 2.41 -3.73 -6.86
H 0.85 -3.67 -6.03
C 2.55 4.97 1.18
C 3.29 6.25 1.48
C 4.71 6.00 1.99
C 5.53 5.29 1.01
N 6.17 4.73 0.23
H 1.59 5.18 0.70
H 2.39 4.36 2.07
H 3.10 4.35 0.46
H 2.75 6.81 2.25
H 3.36 6.86 0.58
H 4.75 5.42 2.91
H 5.23 6.94 2.22
C 0.66 -1.11 4.65
C 0.87 -2.02 5.83
C 0.92 -1.30 7.16
C -0.23 -0.41 7.38
N -1.13 0.29 7.52
H 1.47 -0.39 4.55
H -0.25 -0.51 4.76
H 0.57 -1.67 3.72
H 1.80 -2.59 5.70
H 0.11 -2.81 5.83
H 1.81 -0.65 7.20
H 0.97 -1.98 8.01
C -2.83 -1.97 -3.98
C -3.90 -2.91 -4.51
C -4.53 -3.78 -3.42
C -5.06 -3.04 -2.28
N -5.50 -2.48 -1.38
H -3.25 -1.24 -3.28
H -2.29 -1.45 -4.77
H -2.05 -2.53 -3.45
H -3.52 -3.59 -5.27
H -4.71 -2.35 -4.98
H -3.83 -4.55 -3.08
H -5.37 -4.34 -3.84
C -1.07 -2.36 1.63
C -2.58 -2.47 1.38
C -3.14 -1.28 0.60
C -2.83 -0.02 1.27
N -2.53 0.96 1.80
H -0.87 -1.61 2.40
H -0.56 -2.03 0.72
H -0.63 -3.31 1.93
H -3.10 -2.56 2.34
H -2.80 -3.38 0.81
H -4.21 -1.39 0.49
H -2.68 -1.24 -0.39
C 0.11 2.61 4.00
C -0.66 2.93 5.27
C 0.25 3.38 6.43
C 1.39 2.48 6.62
N 2.26 1.75 6.75
H 0.75 3.46 3.72
H -0.59 2.45 3.18
H 0.73 1.72 4.08
H -1.26 2.08 5.58
H -1.34 3.75 5.06
H -0.32 3.38 7.36
H 0.64 4.37 6.23
```

Properties
- Orbital gap: 11.6 eV
- DFT total energy: -1902.29264 Eh
- SMILES: CCCC#N.CCCC#N.CCCC#N.CCCC#N.CCCC#N.CCCC#N.CCCC#N.CCCC#N.CCCC#N
- Largest force on an atom: 0.9 eV/A
- Energy relative to the best compared isomer or geometry (same formula, charge and spin): 0.000 eV
- Highest occupied orbital energy: -11.3 eV

***

(3)
A molecular structure, C20H24B2ClF4N2O10PS2SeW, computed with wB97M-V/def2-TZVPD.

```
68
C20H24B2ClF4N2O10PS2SeW (wB97M-V/def2-TZVPD)
W 0.70 -0.30 0.05
O -0.33 3.09 0.98
B -0.04 2.66 -0.32
O -0.15 3.72 -1.22
C -0.50 4.80 -0.46
C -0.77 6.08 -0.87
C -1.13 7.01 0.12
C -1.22 6.63 1.45
C -0.96 5.31 1.85
C -0.60 4.42 0.87
H -0.71 6.35 -1.92
H -1.34 8.03 -0.16
H -1.51 7.36 2.20
H -1.04 4.99 2.88
C -5.17 -0.20 0.48
C -5.38 0.83 -0.62
C -6.49 0.42 -1.58
O -4.20 1.15 -1.39
P -3.00 0.24 -1.96
S -2.08 1.26 -3.31
S -2.03 -0.52 -0.37
O -3.90 -0.96 -2.57
C -3.48 -2.30 -2.94
C -3.85 -3.25 -1.81
C -2.01 -2.41 -3.32
H -6.11 -0.30 1.04
H -4.38 0.10 1.16
H -4.90 -1.17 0.05
H -5.65 1.78 -0.17
H -6.22 -0.51 -2.09
H -6.65 1.19 -2.33
H -7.43 0.27 -1.02
H -4.08 -2.53 -3.81
H -3.33 -2.95 -0.90
H -3.54 -4.27 -2.07
H -4.93 -3.24 -1.63
H -1.37 -2.33 -2.44
H -1.72 -1.61 -4.01
H -1.83 -3.38 -3.79
Cl 2.06 -2.15 2.48
C 0.78 -1.78 3.62
C -0.40 -1.04 3.01
O -1.30 -0.78 3.79
O -0.44 -0.78 1.74
H 1.19 -1.18 4.42
H 0.41 -2.73 4.02
O 0.15 1.36 -0.66
Se 2.94 1.42 1.03
O 2.63 2.91 0.35
O 2.26 -0.91 -0.27
O 1.32 0.76 1.56
F 0.53 -0.62 -2.23
B 1.58 -0.11 -3.20
F 2.33 0.84 -2.54
F 2.35 -1.27 -3.50
F 0.91 0.38 -4.31
N -0.16 -7.79 -0.82
C -0.08 -6.65 -0.70
C 0.03 -5.22 -0.55
C 0.96 -4.47 -1.27
C 1.04 -3.11 -1.09
N 0.25 -2.44 -0.23
C -0.65 -3.15 0.45
C -0.78 -4.51 0.33
H 1.62 -4.95 -1.98
H 1.76 -2.53 -1.64
H -1.29 -2.59 1.10
H -1.53 -5.02 0.92
```

Properties
- Net charge: -2
- Orbital gap (spin up / spin down): 3.6 / 3.6 eV
- DFT total energy: -6154.64606 Eh
- Largest force on an atom: 3.0 eV/A
- Energy relative to the best compared isomer or geometry (same formula, charge and spin): 3.791 eV
- Highest occupied orbital energy (spin up / spin down): -0.5 / -0.5 eV

***

(4)
A molecular structure, C35H43FeN3P2S3, computed with wB97M-V/def2-TZVPD.

```
87
C35H43FeN3P2S3 (wB97M-V/def2-TZVPD)
Fe 0.16 0.28 -0.13
C 2.45 0.78 -2.13
C 2.39 2.08 -1.31
N 1.03 2.41 -0.93
C 0.21 3.16 -1.85
C 0.02 2.54 -3.24
S -0.98 1.03 -3.36
C 0.21 -0.21 -3.93
C 0.94 -0.96 -2.78
N 1.41 -0.11 -1.73
H 3.47 0.36 -1.99
H 2.42 1.03 -3.21
H 2.88 2.91 -1.86
H 2.94 1.94 -0.38
H 1.01 2.83 -0.01
H 0.63 4.18 -2.03
H -0.77 3.29 -1.39
H 0.99 2.35 -3.71
H -0.48 3.30 -3.85
H 0.92 0.29 -4.60
H -0.35 -0.92 -4.54
H 1.74 -1.55 -3.27
H 0.24 -1.69 -2.35
H 2.22 -1.63 -0.26
S 0.17 -2.19 0.51
P 1.22 1.46 2.66
C -0.19 1.24 1.71
P -1.83 1.53 1.74
S -2.77 0.86 0.09
C -2.39 3.30 1.89
C -1.50 4.33 1.61
C -1.91 5.65 1.60
C -3.23 5.97 1.88
C -4.14 4.95 2.17
C -3.72 3.63 2.17
C -2.64 0.82 3.24
C -2.71 1.50 4.46
C -3.15 0.86 5.61
C -3.53 -0.47 5.55
C -3.48 -1.15 4.35
C -3.04 -0.51 3.20
C 1.20 3.24 3.27
C 0.36 3.72 4.27
C 0.32 5.06 4.60
C 1.13 5.97 3.91
C 1.98 5.51 2.92
C 2.02 4.16 2.61
C 1.00 0.63 4.31
C 1.68 1.02 5.46
C 1.57 0.29 6.64
C 0.79 -0.86 6.68
C 0.13 -1.27 5.52
C 0.24 -0.54 4.35
H -0.46 4.08 1.42
H -1.19 6.44 1.39
H -3.56 7.00 1.88
H -5.17 5.19 2.38
H -4.43 2.84 2.37
H -2.41 2.54 4.51
H -3.18 1.40 6.55
H -3.87 -0.98 6.45
H -3.77 -2.20 4.30
H -2.97 -1.04 2.26
H -0.28 3.02 4.80
H -0.36 5.41 5.37
H 1.09 7.03 4.16
H 2.62 6.21 2.38
H 2.69 3.80 1.84
H 2.30 1.91 5.45
H 2.10 0.62 7.53
H 0.70 -1.43 7.59
H -0.47 -2.17 5.53
H -0.25 -0.86 3.44
C 2.37 -4.35 -0.33
C 2.67 -3.33 0.77
C 2.34 -3.92 2.14
C 4.16 -2.96 0.72
N 1.95 -2.07 0.61
H 2.97 -5.26 -0.20
H 2.59 -3.92 -1.31
H 1.31 -4.61 -0.32
H 2.84 -4.88 2.29
H 1.26 -4.06 2.22
H 2.65 -3.23 2.93
H 4.79 -3.85 0.89
H 4.38 -2.22 1.49
H 4.42 -2.54 -0.25
```

Properties
- Net charge: -2
- Orbital gap (spin up / spin down): 4.9 / 5.1 eV
- DFT total energy: -4664.75549 Eh
- 2S+1: 5
- Largest force on an atom: 0.6 eV/A
- Energy relative to the best compared isomer or geometry (same formula, charge and spin): 0.256 eV
- Highest occupied orbital energy (spin up / spin down): -0.4 / -0.6 eV

***

(5)
A single C2H3FO2 molecule, computed with wB97M-V/def2-TZVPD.

```
8
C2H3FO2 (wB97M-V/def2-TZVPD)
C 0.00 0.42 0.48
C 0.32 -0.85 -0.31
O -0.68 1.33 -0.22
O -1.05 0.97 -1.43
F 0.68 -1.98 0.39
H -0.56 0.27 1.43
H 0.84 0.85 0.99
H 0.45 -1.03 -1.34
```

Properties
- Orbital gap (spin up / spin down): 10.9 / 7.6 eV
- DFT total energy: -328.11043 Eh
- Largest force on an atom: 4.5 eV/A
- Energy relative to the best compared isomer or geometry (same formula, charge and spin): 6.656 eV
- Highest occupied orbital energy (spin up / spin down): -10.6 / -8.6 eV